Formula: C28H50BCl36N3O5P2S
Source: the Open Molecules 2025 dataset
Level of theory: the ωB97M-V functional and the def2-TZVPD basis

Geometry as XYZ:
```
126
Properties=species:S:1:pos:R:3:lowdin_charge:R:1
C 5.13 0.99 0.31 -0.161
N 5.47 1.38 -1.12 -0.122
C 6.41 2.56 -1.20 -0.101
B 4.24 1.54 -1.99 -0.487
O 4.37 1.81 -3.46 -0.007
C 2.76 1.37 -1.25 0.007
C 2.10 -0.16 -1.43 -0.023
C 0.65 -0.49 -0.73 -0.233
P -0.05 -2.27 -1.02 0.862
O 1.16 -3.14 -1.97 -0.416
O -1.39 -2.04 -2.16 -0.538
C -0.15 0.67 0.18 -0.134
N -1.43 0.18 0.79 0.054
C -1.98 1.31 1.61 -0.084
C -1.38 2.81 1.80 -0.058
N -0.11 3.22 1.12 0.008
C 0.54 2.14 0.31 -0.106
C 1.99 2.59 -0.40 -0.146
P 2.77 4.33 -0.27 0.400
O 4.23 4.37 0.74 -0.342
O 1.72 5.55 0.44 -0.315
S 3.27 5.10 -2.03 0.276
H 4.50 1.78 0.90 0.081
H 4.54 -0.04 0.38 0.113
H 6.13 0.83 0.91 -0.012
H 7.11 2.51 -0.25 0.038
H 7.09 2.41 -2.15 0.113
H 5.88 3.60 -1.23 0.037
H 4.46 0.86 -3.85 0.119
H 2.66 -1.00 -2.05 0.110
H 0.94 -2.95 -2.94 0.032
H -1.03 -1.38 -2.84 -0.087
H -3.00 1.08 2.19 0.114
H -1.94 3.57 2.50 0.115
H 3.94 4.32 1.72 -0.051
H 1.53 5.35 1.41 0.005
C -1.83 -5.85 -0.89 -1.048
Cl -0.61 -6.25 0.32 0.506
Cl -1.25 -4.60 -2.00 0.607
H -2.08 -6.75 -1.46 -0.026
H -2.73 -5.49 -0.38 -0.130
C 8.59 1.58 2.97 -1.044
Cl 6.89 1.10 2.92 0.584
Cl 9.06 2.41 1.48 0.546
H 8.74 2.26 3.82 -0.090
H 9.21 0.69 3.09 0.036
C 10.69 2.46 6.21 -0.965
Cl 8.99 1.98 6.16 0.598
Cl 11.16 3.29 4.72 0.549
H 10.84 3.14 7.06 0.036
H 11.31 1.57 6.34 0.037
C -5.74 -4.97 0.52 -1.078
Cl -5.28 -6.37 1.49 0.527
Cl -4.36 -4.36 -0.40 0.602
H -6.53 -5.26 -0.18 0.026
H -6.10 -4.18 1.18 -0.102
C 7.11 2.56 9.06 -1.047
Cl 5.53 1.87 9.46 0.522
Cl 8.18 2.58 10.48 0.503
H 7.57 1.97 8.28 -0.052
H 6.97 3.59 8.72 0.034
C 3.15 4.74 4.59 -0.982
Cl 2.01 3.92 3.51 0.578
Cl 4.60 5.25 3.71 0.595
H 2.66 5.62 5.01 0.037
H 3.44 4.06 5.39 -0.004
C -0.36 -0.45 -5.95 -0.962
Cl -1.84 0.51 -6.03 0.526
Cl 0.27 -0.51 -4.29 0.625
H -0.58 -1.47 -6.28 0.030
H 0.39 -0.01 -6.60 0.037
C 2.07 3.03 9.61 -1.083
Cl 0.37 2.55 9.56 0.502
Cl 2.53 3.86 8.12 0.506
H 2.22 3.71 10.45 -0.096
H 2.69 2.14 9.73 0.001
C -4.58 -1.45 -4.19 -1.093
Cl -3.54 -2.56 -5.10 0.528
Cl -6.27 -1.64 -4.65 0.489
H -4.47 -1.65 -3.12 -0.010
H -4.27 -0.42 -4.40 -0.069
C -5.75 -5.68 -5.81 -1.072
Cl -7.51 -5.84 -5.75 0.493
Cl -5.00 -6.36 -4.37 0.482
H -5.38 -6.22 -6.69 -0.052
H -5.49 -4.62 -5.88 -0.022
C 6.55 7.51 -3.02 -1.033
Cl 7.01 6.11 -2.04 0.508
Cl 7.93 8.13 -3.94 0.490
H 5.76 7.22 -3.71 0.027
H 6.19 8.30 -2.36 0.030
C -3.91 -9.94 -2.59 -1.001
Cl -4.18 -8.27 -2.07 0.502
Cl -2.26 -10.17 -3.16 0.508
H -4.09 -10.60 -1.74 0.031
H -4.61 -10.17 -3.40 0.032
C -7.24 1.30 -7.19 -1.022
Cl -6.97 1.73 -8.88 0.503
Cl -5.72 1.20 -6.30 0.504
H -7.88 2.06 -6.73 0.031
H -7.74 0.33 -7.15 0.026
C 2.41 4.82 13.27 -0.985
Cl 3.66 5.11 12.06 0.539
Cl 1.28 3.57 12.73 0.549
H 2.89 4.48 14.20 0.032
H 1.87 5.74 13.45 0.033
C -3.79 -6.26 -9.49 -1.003
Cl -3.24 -5.42 -8.04 0.540
Cl -5.55 -6.28 -9.59 0.523
H -3.39 -5.74 -10.37 0.029
H -3.42 -7.29 -9.48 0.032
C -8.51 -2.31 0.59 -0.977
Cl -8.06 -3.71 1.56 0.613
Cl -7.13 -1.70 -0.33 0.495
H -9.30 -2.60 -0.11 -0.054
H -8.88 -1.52 1.25 0.039
C -4.07 0.73 -1.17 -0.967
Cl -5.68 0.30 -1.76 0.516
Cl -2.91 0.83 -2.49 0.573
H -4.12 1.70 -0.67 0.029
H -3.74 -0.03 -0.46 0.017
C -11.61 -2.75 -2.80 -1.006
Cl -12.94 -2.46 -1.66 0.506
Cl -10.13 -1.95 -2.27 0.555
H -11.43 -3.83 -2.86 0.033
H -11.90 -2.37 -3.78 0.031
```

The HOMO-LUMO gap is 6.393 eV.